168
Properties=species:S:1:pos:R:3 method="wB97M-V/def2-TZVPD" energy_ha=-7465.6417 e_lumo_ev=0.3 homo_ev=-10.676 multiplicity=1 homo_lumo_gap_ev=11.02 de_lowest_kcal_mol=6.09
C 16.0533 13.5668 13.3194
O 14.8829 13.0231 12.7107
P 13.9958 14.0840 11.8357
O 14.5400 15.4274 11.7783
O 13.8950 13.2372 10.5036
C 13.4457 14.0016 9.3461
O 12.5723 14.0743 12.4999
C 12.0531 12.8390 13.0659
H 16.8394 12.8292 13.2965
H 15.9379 13.8022 14.4304
H 16.3463 14.4523 12.7399
H 14.2745 14.6585 8.9819
H 12.5534 14.5982 9.5914
H 13.1832 13.3303 8.5511
H 12.8438 12.4076 13.6752
H 11.8549 12.2063 12.2149
H 11.1989 13.1280 13.6990
C 13.8975 13.3595 21.7775
O 14.8268 14.3682 21.4795
P 16.0660 13.9330 20.5554
O 17.1999 13.3560 21.3128
O 16.2845 15.3482 19.9237
C 17.0671 15.3693 18.7137
O 15.5966 12.9595 19.3860
C 14.4122 13.2691 18.6436
H 14.0936 12.3766 21.3748
H 12.9561 13.6426 21.2168
H 13.7465 13.2151 22.8376
H 16.4790 15.2129 17.8002
H 17.7657 14.5408 18.5895
H 17.6830 16.2587 18.6551
H 13.5971 12.7850 19.2011
H 14.5242 12.6845 17.6928
H 14.2789 14.3674 18.7353
C 10.7502 14.0953 18.5233
O 11.7574 14.1621 17.4501
P 12.0030 15.4247 16.5548
O 11.9854 16.7549 17.1992
O 10.9170 15.3462 15.3900
C 10.3001 16.4529 14.7987
O 13.3862 15.0098 15.7879
C 14.2771 16.0614 15.3207
H 9.7515 13.9745 18.1000
H 10.6707 14.9898 19.1012
H 11.0770 13.2141 19.0601
H 10.7571 17.4264 15.0052
H 9.2459 16.5632 15.0573
H 10.4612 16.2483 13.6869
H 14.4873 15.9470 14.2300
H 15.2590 16.0213 15.8465
H 13.7956 17.0306 15.4765
C 11.7974 15.3317 23.5653
O 11.5755 14.6047 24.7699
P 10.1678 14.5750 25.4383
O 9.0797 14.2127 24.5305
O 10.1519 13.5883 26.6104
C 11.1402 13.3981 27.6615
O 10.0560 16.0785 25.9481
C 8.8505 16.6846 26.3959
H 11.2361 16.2552 23.5675
H 11.6156 14.6706 22.6835
H 12.8601 15.6323 23.5698
H 11.2727 14.3509 28.2403
H 12.0891 12.9806 27.3368
H 10.7001 12.6494 28.3005
H 8.0738 15.9550 26.5552
H 8.6461 17.2739 25.5334
H 9.1529 17.3576 27.1768
C 21.4514 12.7713 16.4874
C 20.2864 13.6353 17.0262
O 19.7569 12.9208 18.0378
C 20.2468 11.6455 18.0664
O 19.9133 10.8216 18.8707
O 21.1933 11.5119 17.1538
F 19.2976 13.7433 16.0154
H 22.4867 12.9930 16.7059
H 21.3811 12.5846 15.4083
H 20.4802 14.6902 17.4076
C 16.5912 13.7027 24.3815
C 17.0173 14.0232 25.8585
O 16.2845 13.1167 26.6372
C 15.5480 12.2828 25.8190
O 14.7941 11.4947 26.2288
O 15.9246 12.4231 24.5736
F 16.7799 15.3029 26.2534
H 17.4465 13.5403 23.6965
H 15.8563 14.4337 23.9746
H 18.0870 13.8871 25.9408
C 18.5632 18.5645 15.5784
C 18.1906 17.1369 15.8631
O 19.2239 16.6719 16.6708
C 20.3462 17.4612 16.4396
O 21.4421 17.1657 16.6722
O 19.9403 18.6124 15.8637
F 18.0142 16.2599 14.8303
H 18.0348 19.1441 16.3451
H 18.4854 18.8371 14.4588
H 17.3049 17.1137 16.4384
C 13.3697 9.6464 24.0677
C 12.4297 10.3505 25.1494
O 11.1816 9.9096 24.8834
C 11.1473 9.5350 23.5681
O 10.1339 9.3882 22.9868
O 12.4047 9.2971 23.1014
F 12.4597 11.7248 24.9288
H 13.9231 8.7846 24.4506
H 14.0398 10.3658 23.5886
H 12.7224 10.2228 26.1987
C 8.1318 11.8102 21.8748
C 8.8528 13.1057 21.6275
O 8.3526 13.5849 20.4481
C 7.6813 12.6475 19.7876
O 7.2435 12.7508 18.7242
O 7.5564 11.5384 20.5869
F 10.2058 12.8707 21.4050
H 7.2831 11.8761 22.5648
H 8.7815 10.9749 22.1458
H 8.8365 13.8483 22.4614
C 11.3281 8.2498 19.5342
C 10.5376 9.5322 19.2426
O 11.0029 9.9380 18.0402
C 11.8889 9.1081 17.4435
O 12.4846 9.2076 16.4339
O 12.0105 7.9957 18.3038
F 10.7348 10.5158 20.1643
H 10.7262 7.4380 19.8846
H 12.1672 8.3542 20.2704
H 9.4538 9.3940 19.1503
C 15.1036 10.4860 14.5421
C 15.2761 8.9704 14.7729
O 16.1807 8.9566 15.8391
C 16.8876 10.1285 16.0261
O 17.8023 10.2455 16.7418
O 16.2733 11.0292 15.2185
F 15.8859 8.4694 13.6529
H 14.1876 10.8532 14.9644
H 15.1569 10.7886 13.4990
H 14.3291 8.4085 14.9322
C 20.0871 15.2810 21.0251
C 20.9644 14.0031 21.3118
O 20.6654 13.6777 22.6406
C 19.9595 14.6692 23.1882
O 19.7130 14.7973 24.3842
O 19.7393 15.6933 22.3258
F 22.3298 14.2852 21.2595
H 19.1423 14.8982 20.5764
H 20.5469 16.1113 20.4735
H 20.7423 13.1138 20.7741
C 16.8123 10.2433 20.8182
C 17.0605 9.4385 19.5564
O 15.8753 9.5578 18.8274
C 14.9264 10.1775 19.5920
O 13.7586 10.3597 19.2602
O 15.4154 10.5702 20.7725
F 17.0690 8.0600 19.8338
H 17.2726 11.1787 20.9731
H 16.9149 9.6135 21.6673
H 17.9626 9.6007 18.9610
C 13.1642 17.1962 19.5531
C 13.6243 18.4294 20.3176
O 14.4381 19.1380 19.3825
C 14.9365 18.2024 18.5149
O 15.8607 18.3614 17.8232
O 14.2196 17.0277 18.6541
F 14.4303 18.1773 21.3560
H 12.2272 17.4722 19.0819
H 13.1489 16.3332 20.2297
H 12.7985 19.0467 20.6302